Arrangement one

Entry from the OMol25 dataset: 2 unconnected molecules or ions with the total composition C2H5NO4 (ωB97M-V/def2-TZVPD).

```
12
Properties=species:S:1:pos:R:3:nbo_charge:R:1
H 1.5638 0.2726 0.0346 0.51
H -1.1494 1.3929 1.9311 0.14
O 1.4111 -0.6236 -0.2684 -0.67
C -0.3604 0.8687 1.3844 0.54
O 0.1554 -2.3558 0.2333 -0.59
H -0.8532 0.3087 -2.6732 0.48
C 0.3218 -1.1676 0.2335 0.91
H -1.4786 -0.8978 0.9917 0.43
O -0.2983 0.4693 -1.9064 -0.97
N -0.6491 -0.3496 0.8698 -0.66
O 0.7272 1.4096 1.2967 -0.62
H 0.6097 0.6724 -2.1270 0.49
```

Computed properties:
* total charge: 0
* E_HOMO: -10.77 eV
* E_LUMO: 0.54 eV
* SMILES: O=CNC(=O)O.O

=====

Arrangement two

Entry from the OMol25 dataset: 2 unconnected molecules or ions with the total composition C2H5NO4 (ωB97M-V/def2-TZVPD).

```
12
Properties=species:S:1:pos:R:3:nbo_charge:R:1
H -3.6401 -0.5068 3.1709 0.46
C 1.2197 0.8171 0.2166 0.56
H 1.1939 1.4181 -1.6402 0.39
H -3.9297 0.2144 1.9750 0.46
C 1.2047 -0.4832 -1.8901 0.89
H 1.5147 -1.4739 -0.2268 0.53
O 0.9692 -0.7082 -3.0595 -0.53
O 1.2986 -0.0546 1.0572 -0.55
O -4.2330 -0.5333 2.3974 -0.92
N 0.7116 0.6876 -1.1610 -0.70
H 1.7401 1.8328 0.2430 0.12
O 1.9500 -1.2100 -1.0825 -0.71
```

Computed properties:
* total charge: 0
* E_HOMO: -11.21 eV
* E_LUMO: 0.21 eV
* SMILES: O=CNC(=O)O.O

=====

Arrangement three

Entry from the OMol25 dataset: 2 unconnected molecules or ions with the total composition C2H5NO4 (ωB97M-V/def2-TZVPD).

```
12
Properties=species:S:1:pos:R:3:nbo_charge:R:1
N 1.3763 -0.8957 1.1577 -0.68
H -3.9256 0.8746 -1.8866 0.46
H -3.5608 2.3081 -1.7205 0.46
O 2.3828 0.6100 -0.4519 -0.59
O -0.9770 -0.9658 1.1603 -0.55
C 2.3169 -0.0187 0.6435 0.52
H 1.1022 -0.6516 -1.0658 0.51
O -3.4828 1.4473 -1.2084 -0.92
C 0.0578 -1.0352 0.5567 0.89
H 3.0997 -0.0114 1.3537 0.13
O 0.1408 -0.7302 -0.7356 -0.66
H 1.4697 -0.9313 2.1969 0.42
```

Computed properties:
* total charge: 0
* E_HOMO: -10.98 eV
* E_LUMO: 0.49 eV
* SMILES: O=CNC(=O)O.O

=====

Referenced to the most stable arrangement, the calculated values in hartree are arrangement one 0.0000; arrangement two 0.0499; arrangement three 0.0323.

=====

Arrangement one

Entry from the OMol25 dataset: 2 unconnected molecules or ions with the total composition C2H5NO4 (ωB97M-V/def2-TZVPD).

```
12
Properties=species:S:1:pos:R:3:nbo_charge:R:1
C -2.0196 -0.7123 2.4025 0.91
C -0.1902 -1.4485 0.6391 0.54
N -1.0344 -0.6660 1.3858 -0.70
H -1.8622 -2.6379 2.4616 0.51
H 2.9247 3.6557 -4.2976 0.47
H 0.6426 -0.8737 0.2506 0.12
O -0.2988 -2.6123 0.3768 -0.56
H -0.9904 0.3027 1.0918 0.41
H 3.7616 2.8951 -5.2996 0.47
O 3.7831 3.6713 -4.7299 -0.93
O -2.4522 0.3194 2.7964 -0.57
O -2.2642 -1.8934 2.9227 -0.66
```

Computed properties:
* total charge: 0
* E_HOMO: -11.04 eV
* E_LUMO: 0.43 eV
* SMILES: O=CNC(=O)O.O

=====

Arrangement two

Entry from the OMol25 dataset: 2 unconnected molecules or ions with the total composition C2H5NO4 (ωB97M-V/def2-TZVPD).

```
12
Properties=species:S:1:pos:R:3:nbo_charge:R:1
C -0.2068 0.5654 -0.7272 0.90
O -0.2700 0.4935 -1.9171 -0.59
O -0.3324 -2.1452 -0.5233 -0.96
H -1.1640 0.7109 0.8943 0.51
O 0.2429 0.2654 2.0693 -0.57
H -1.1573 -1.6308 -0.5669 0.49
H 1.8238 0.4751 -0.6006 0.41
N 1.0165 0.6504 -0.0208 -0.68
H 0.2335 -1.9987 -1.2617 0.47
O -1.3671 0.4735 -0.0284 -0.68
H 2.2453 0.1492 1.6164 0.15
C 1.1999 0.3012 1.3368 0.56
```

Computed properties:
* total charge: 0
* E_HOMO: -11.26 eV
* E_LUMO: 0.44 eV
* SMILES: O=CNC(=O)O.O

=====

Referenced to the most stable arrangement, the calculated values in hartree are arrangement one 0.0137; arrangement two 0.0000.

=====

Arrangement one

Entry from the OMol25 dataset: 2 unconnected molecules or ions with the total composition C3H12NO2 (ωB97M-V/def2-TZVPD).

```
18
Properties=species:S:1:pos:R:3:nbo_charge:R:1
H 1.0496 -1.3609 -1.2780 0.48
H -0.5898 2.1493 0.5316 0.22
C -0.5659 0.6993 -1.0839 0.08
N 0.5102 -1.4513 -0.2961 -0.71
C -0.6786 -0.5347 -0.1570 -0.25
O 1.3694 -1.3415 2.3855 -0.98
H -0.7737 -0.2721 0.8836 0.23
H 1.7404 -1.9598 3.0531 0.51
H 0.1476 -2.3952 -0.1676 0.44
H -1.6437 -1.0325 -0.4039 0.24
H -2.1504 1.7089 -0.1368 0.24
H -1.1092 0.4845 -2.0076 0.20
H 1.2083 -1.2146 0.4602 0.48
H -1.1975 2.8223 -1.0397 0.25
O 0.7860 0.7255 -1.6144 -0.75
C -1.1176 1.9106 -0.4069 -0.66
H 1.7605 -0.4880 2.6384 0.49
H 1.2543 1.5501 -1.3606 0.50
```

Computed properties:
* total charge: +1
* E_HOMO: -14.82 eV
* E_LUMO: -3.26 eV

=====

Arrangement two

Entry from the OMol25 dataset: 2 unconnected molecules or ions with the total composition C3H12NO2 (ωB97M-V/def2-TZVPD).

```
18
Properties=species:S:1:pos:R:3:nbo_charge:R:1
H 0.8041 -3.2731 -2.0927 0.50
H 2.3240 -0.2040 -0.2749 0.44
O -1.0268 0.9219 -0.7788 -0.74
H 1.1761 -2.1831 -3.1033 0.50
C -1.4308 1.4080 1.5684 -0.64
C 0.3918 -0.0860 0.8163 -0.24
H -1.6506 2.4587 1.7381 0.25
H -1.1373 0.9431 2.5145 0.23
H 0.9934 0.1391 -1.1505 0.45
H -0.2965 -0.9308 0.8398 0.23
H 1.2457 -1.3458 -0.7403 0.48
H -1.9822 0.8447 -0.7155 0.50
O 0.8346 -2.3089 -2.2067 -0.97
H -2.3398 0.8513 1.3634 0.22
C -0.4094 1.1543 0.4654 0.08
H 0.8881 0.0194 1.7672 0.24
N 1.3256 -0.3862 -0.3194 -0.71
H 0.2899 1.9774 0.3092 0.19
```

Computed properties:
* total charge: +1
* E_HOMO: -14.77 eV
* E_LUMO: -3.15 eV

=====

Referenced to the most stable arrangement, the calculated values in hartree are arrangement one 0.0093; arrangement two 0.0000.

=====

Arrangement one

Entry from the OMol25 dataset: 2 unconnected molecules or ions with the total composition C3H12NO2 (ωB97M-V/def2-TZVPD).

```
18
Properties=species:S:1:pos:R:3:nbo_charge:R:1
H 1.4854 -0.9547 0.2340 0.18
H 1.4661 2.1309 2.0450 0.49
H 0.1715 1.3179 -0.1010 0.47
H 2.5040 -0.3096 -1.7527 0.51
H -1.5944 1.0535 -0.3961 0.45
H -0.3519 1.3575 -1.6915 0.47
C 1.0184 -1.0717 -0.6337 -0.07
H 0.9811 -2.1604 -0.9511 0.20
H -0.7839 -1.2047 1.5610 0.25
H 0.1749 2.4771 2.6644 0.50
O 0.4656 1.9830 1.8812 -0.98
H -0.7210 -0.9827 -1.6645 0.24
C -0.4750 -0.6386 -0.5419 -0.06
H -1.8316 -2.0910 0.2633 0.27
C -1.3160 -1.0356 0.6505 -0.66
O 1.5277 -0.3973 -1.7638 -0.74
H -2.1339 -0.3626 0.9283 0.23
N -0.5870 0.8891 -0.7315 -0.74
```

Computed properties:
* total charge: +1
* E_HOMO: -14.83 eV
* E_LUMO: -3.23 eV

=====

Arrangement two

Entry from the OMol25 dataset: 3 unconnected molecules or ions with the total composition C3H12NO2 (ωB97M-V/def2-TZVPD).

```
18
Properties=species:S:1:pos:R:3:nbo_charge:R:1
H -0.6181 1.9517 -0.3284 0.23
H 1.4425 -0.1564 -3.4782 0.49
H 0.7066 -2.5596 1.8888 0.50
H 0.0375 -0.8597 0.6004 0.48
C -1.6227 -0.5150 -0.6017 0.14
C -0.5716 1.3608 0.5095 -0.23
N -0.5641 -0.1031 0.0978 -0.42
H -1.3921 1.6576 1.0227 0.22
O 0.8721 -2.2832 0.9787 -0.94
C 0.5811 1.6131 1.4579 -0.65
H 0.5022 1.0184 2.4565 0.23
H 1.6713 1.4027 1.1259 0.24
H -2.2920 0.3028 -1.0005 0.22
H -1.9419 -1.5493 -0.7343 0.23
H 1.7636 -2.4692 0.8647 0.50
O 0.6257 -0.4156 -2.9417 -0.96
H 0.4961 2.7540 1.5161 0.25
H 0.3040 -1.1499 -3.4343 0.47
```

Computed properties:
* total charge: +1
* E_HOMO: -14.97 eV
* E_LUMO: -4.67 eV

=====

Referenced to the most stable arrangement, the calculated values in hartree are arrangement one 0.0000; arrangement two 0.0024.

=====

Arrangement one

Entry from the OMol25 dataset: 3 unconnected molecules or ions with the total composition C3H12NO2 (ωB97M-V/def2-TZVPD).

```
18
Properties=species:S:1:pos:R:3:nbo_charge:R:1
O -3.5960 -0.0268 1.3490 -0.96
H 1.5640 2.1688 -2.3531 0.25
H 2.1112 0.7565 0.3071 0.21
H 0.9757 -1.5091 0.7042 0.49
C 1.5790 0.8320 -0.6696 -0.16
N 1.4641 -1.5930 -0.2456 -0.77
H 1.5619 -2.5905 -0.6318 0.47
H 0.2950 2.4535 -1.2268 0.25
C 1.0395 -0.3045 -1.1416 -0.05
H -1.7798 -0.8450 1.3467 0.53
H -3.8841 0.3199 0.4541 0.49
C 1.3691 2.1677 -1.2765 -0.68
H 0.1033 -0.3599 -1.8540 0.27
H 2.0618 2.9854 -0.8493 0.26
H -0.6246 -0.0636 1.9344 0.48
H -4.1582 -0.8673 1.4400 0.49
H 2.4782 -1.2206 -0.0379 0.44
O -0.7639 -0.7541 1.2774 -1.01
```

Computed properties:
* total charge: +1
* E_HOMO: -14.23 eV
* E_LUMO: -3.14 eV

=====

Arrangement two

Entry from the OMol25 dataset: 2 unconnected molecules or ions with the total composition C3H12NO2 (ωB97M-V/def2-TZVPD).

```
18
Properties=species:S:1:pos:R:3:nbo_charge:R:1
O -1.0861 1.2736 1.4917 -0.76
H -1.0461 1.1273 -0.2859 0.48
H -1.1035 -1.4267 0.3071 0.26
H 1.6496 0.6777 0.2802 0.20
O -0.2054 -1.2655 -2.8287 -0.98
H 0.1664 0.5100 -1.5627 0.47
H -1.0810 -1.6380 -3.2377 0.50
H 2.1456 -0.0312 1.7982 0.26
H 0.5092 -1.2560 -0.0417 0.24
H 0.3832 -1.9188 -2.9938 0.49
H -0.7569 1.8116 2.3026 0.51
C 1.3842 0.7070 1.3346 -0.65
H -0.1904 -0.3495 2.3443 0.22
C 0.0135 0.2148 1.3755 0.04
N -0.5769 0.3235 -0.8516 -0.72
C -0.3489 -0.6107 0.2305 -0.27
H 1.4310 1.6851 1.9037 0.25
H -1.2875 0.1658 -1.5663 0.45
```

Computed properties:
* total charge: +1
* E_HOMO: -14.98 eV
* E_LUMO: -3.29 eV

=====

Referenced to the most stable arrangement, the calculated values in hartree are arrangement one 0.0055; arrangement two 0.0000.

=====

Arrangement one

Entry from the OMol25 dataset: 3 unconnected molecules or ions with the total composition C3H12NO2 (ωB97M-V/def2-TZVPD).

```
18
Properties=species:S:1:pos:R:3:nbo_charge:R:1
C 1.7668 0.2429 -0.4519 -0.24
H -1.0764 0.9455 2.4150 0.50
H 1.9589 -0.2516 -1.3896 0.23
H 2.5701 0.2943 0.2812 0.23
H 0.4089 1.7507 -1.1442 0.22
O -1.1839 0.9979 1.4546 -0.95
O -2.3496 -1.0163 -0.8143 -0.95
H -2.2834 -0.1285 -1.1782 0.47
C 0.6684 -1.7791 0.2381 0.17
N 0.5654 -0.5124 0.0216 -0.46
C 1.3687 1.7160 -0.6377 -0.62
H 2.1467 2.2559 -1.1731 0.25
H 1.6791 -2.0986 0.4978 0.20
H -0.1277 -2.4473 -0.0819 0.25
H -0.1393 0.0682 0.5279 0.49
H 1.3999 2.2038 0.3363 0.23
H -1.9423 1.5890 1.3792 0.51
H -3.2690 -1.0712 -0.5327 0.49
```

Computed properties:
* total charge: +1
* E_HOMO: -15.22 eV
* E_LUMO: -5.34 eV

=====

Arrangement two

Entry from the OMol25 dataset: 2 unconnected molecules or ions with the total composition C3H12NO2 (ωB97M-V/def2-TZVPD).

```
18
Properties=species:S:1:pos:R:3:nbo_charge:R:1
C -0.2824 0.8953 -0.6863 -0.09
H 4.2060 -1.3920 -1.7119 0.48
O -1.3864 0.9645 -1.5587 -0.75
H -1.1733 1.4787 -2.3438 0.51
H -0.1848 1.8230 -0.1168 0.18
H -2.4425 -0.6944 1.2275 0.44
H -2.5377 0.5313 0.0759 0.47
C 0.3599 -0.1393 1.5233 -0.65
H 0.4444 0.8575 1.9535 0.22
H 0.6474 0.6150 -1.1723 0.22
H -0.6584 -1.2151 -0.0114 0.23
C -0.5845 -0.1957 0.3431 -0.05
O 3.2813 -1.2935 -1.4432 -0.95
N -1.9865 0.1309 0.8440 -0.68
H 2.8293 -1.9150 -2.0273 0.47
H 0.0567 -0.8273 2.3149 0.23
H -1.9441 0.8258 1.5892 0.43
H 1.3554 -0.4498 1.2004 0.27
```

Computed properties:
* total charge: +1
* E_HOMO: -14.41 eV
* E_LUMO: -3.29 eV

=====

Referenced to the most stable arrangement, the calculated values in hartree are arrangement one 0.0624; arrangement two 0.0000.